Formula: C5H7N5O
Source: OMol25
Level of theory: the ωB97M-V functional and the def2-TZVPD basis

```
18
C5H7N5O the ωB97M-V functional and the def2-TZVPD basis
C -2.70 0.51 -0.01
N -1.90 -0.66 -0.07
C -0.52 -0.72 -0.07
N -0.07 -1.94 0.11
C 1.26 -2.15 0.01
N 2.20 -1.21 -0.08
C 1.75 0.07 -0.05
N 2.66 1.02 0.01
C 0.33 0.37 -0.06
N -0.12 1.65 -0.03
O 0.65 2.63 0.05
H -2.42 1.15 -0.82
H -2.58 1.10 0.90
H -3.74 0.27 -0.06
H -2.29 -1.56 0.18
H 1.59 -3.21 -0.06
H 2.32 1.94 -0.20
H 3.59 0.73 0.26
```

As for the structure (SMILES): CNc1ncnc(N)c1N=O. The calculation puts the relative energy (zero: lowest compared OMol25 entry of this formula, charge and spin) at 89.1 kJ/mol. The total energy is -543.69939 a.u. The highest occupied orbital energy comes out at -8.696 eV. As for the HOMO-LUMO gap: 0.3015 hartree.